w.
This record from OMol25 describes 2 unconnected molecules or ions with the total composition C3H7O2S. The level of theory is wB97M-V/def2-TZVPD.

Calculated values
Net charge   -1
Kohn-Sham gap   6.90 eV
Highest occupied orbital energy   -2.944 eV

CARTESIAN COORDINATES (ANGSTROEM)
O -1.50 -2.53 -0.83
C -0.78 -1.62 -0.49
C -0.11 -0.62 -1.44
C 0.40 0.66 -0.75
S 1.64 0.34 0.51
H -0.74 -1.16 0.51
H -0.84 -0.35 -2.20
H 0.73 -1.16 -1.89
H -0.30 1.44 -0.47
H 0.96 1.03 -1.64
H 0.57 1.97 2.69
H -0.03 0.57 2.77
O -0.01 1.43 3.24

Partial charges, Mulliken, in e: atom 1 (O): -0.56, atom 2 (C): 0.28, atom 3 (C): -0.47, atom 4 (C): -0.72, atom 5 (S): -0.67, atom 6 (H): 0.13, atom 7 (H): 0.30, atom 8 (H): 0.22, atom 9 (H): 0.32, atom 10 (H): 0.21, atom 11 (H): 0.31, atom 12 (H): 0.31, atom 13 (O): -0.67

---

x.
This record from OMol25 describes a molecular structure, C3H7O2S. The level of theory is wB97M-V/def2-TZVPD.

Calculated values
Net charge   -1
Kohn-Sham gap   6.68 eV
Highest occupied orbital energy   -2.832 eV

CARTESIAN COORDINATES (ANGSTROEM)
C -1.24 -1.51 -1.24
S 0.57 -1.65 -1.25
H -1.65 -1.33 -0.24
H -1.58 -0.70 -1.90
H -1.65 -2.45 -1.61
O 0.63 2.44 -0.16
C 0.29 1.43 0.43
O -0.95 0.90 0.59
C 1.32 0.68 1.27
H -0.36 0.59 -0.36
H 0.88 0.46 2.25
H 2.13 1.38 1.44
H 1.61 -0.24 0.78

Partial charges, Mulliken, in e: atom 1 (C): -0.90, atom 2 (S): -0.65, atom 3 (H): 0.25, atom 4 (H): 0.27, atom 5 (H): 0.28, atom 6 (O): -0.61, atom 7 (C): 1.01, atom 8 (O): -0.49, atom 9 (C): -0.69, atom 10 (H): -0.18, atom 11 (H): 0.26, atom 12 (H): 0.28, atom 13 (H): 0.18

---

Of them, w has the highest stability.

---

w.
This record from OMol25 describes 2 unconnected molecules or ions with the total composition C3H7O2S. The level of theory is wB97M-V/def2-TZVPD.

Calculated values
Net charge   -1
Kohn-Sham gap   7.74 eV
Highest occupied orbital energy   -4.285 eV

CARTESIAN COORDINATES (ANGSTROEM)
O -0.90 -0.31 2.28
C 0.29 0.01 2.44
O 1.21 0.05 1.58
H 0.58 0.31 3.48
C -0.13 -1.44 -1.22
S -0.94 0.05 -1.87
C -0.12 1.41 -0.97
H 0.04 -1.28 -0.16
H 0.78 -1.68 -1.78
H -0.86 -2.24 -1.38
H -0.88 2.19 -0.94
H 0.17 1.17 0.07
H 0.75 1.77 -1.52

Partial charges, Mulliken, in e: atom 1 (O): -0.64, atom 2 (C): -0.09, atom 3 (O): -0.67, atom 4 (H): 0.41, atom 5 (C): -0.54, atom 6 (S): -0.14, atom 7 (C): -0.57, atom 8 (H): 0.12, atom 9 (H): 0.23, atom 10 (H): 0.27, atom 11 (H): 0.26, atom 12 (H): 0.11, atom 13 (H): 0.26

---

x.
This record from OMol25 describes 2 unconnected molecules or ions with the total composition C3H7O2S. The level of theory is wB97M-V/def2-TZVPD.

Calculated values
Net charge   -1
Kohn-Sham gap   7.02 eV
Highest occupied orbital energy   -3.896 eV

CARTESIAN COORDINATES (ANGSTROEM)
C -1.63 -2.15 -0.45
S -0.88 -1.52 1.11
C 0.68 -0.82 0.43
H -1.90 -1.31 -1.07
H -0.93 -2.87 -0.89
H -2.39 -2.85 -0.08
H 0.35 0.23 0.31
H 0.94 -1.22 -0.55
H 1.43 -0.90 1.21
O 1.95 4.07 -0.50
C 1.09 3.32 0.01
O 1.24 2.22 0.58
H 0.06 3.79 -0.09

Partial charges, Mulliken, in e: atom 1 (C): -0.84, atom 2 (S): -0.11, atom 3 (C): -0.58, atom 4 (H): 0.28, atom 5 (H): 0.26, atom 6 (H): 0.30, atom 7 (H): 0.17, atom 8 (H): 0.27, atom 9 (H): 0.25, atom 10 (O): -0.65, atom 11 (C): 0.00, atom 12 (O): -0.58, atom 13 (H): 0.24

---

Of them, w has the highest stability.

---

w.
This record from OMol25 describes a molecular structure, CH2Br3NO2S. The level of theory is wB97M-V/def2-TZVPD.

Calculated values
Kohn-Sham gap (spin up / spin down)   6.62 / 8.26 eV
Highest occupied orbital energy (spin up / spin down)   -8.629 / -9.583 eV

CARTESIAN COORDINATES (ANGSTROEM)
C -1.97 0.88 -0.02
N 2.34 -0.27 -0.01
O 0.24 -1.21 1.57
O 0.42 -1.41 -0.91
S 0.67 -0.66 0.27
Br -2.10 2.68 0.30
Br -2.61 -0.13 1.40
Br -2.39 0.25 -1.76
H 2.50 -0.78 -0.88
H 2.90 0.64 0.05

Partial charges, Mulliken, in e: atom 1 (C): -0.17, atom 2 (N): -0.50, atom 3 (O): -0.45, atom 4 (O): -0.49, atom 5 (S): 0.92, atom 6 (Br): 0.02, atom 7 (Br): 0.07, atom 8 (Br): 0.04, atom 9 (H): 0.29, atom 10 (H): 0.27

---

x.
This record from OMol25 describes a molecular structure, CH2Br3NO2S. The level of theory is wB97M-V/def2-TZVPD.

Calculated values
Kohn-Sham gap   7.71 eV
Highest occupied orbital energy   -9.094 eV

CARTESIAN COORDINATES (ANGSTROEM)
C 3.85 -1.28 -0.42
N 0.45 0.75 -0.58
O 1.36 2.64 -1.88
O 2.28 2.28 0.40
S 1.21 2.20 -0.54
Br 3.21 -1.69 1.22
Br 4.40 0.46 -0.74
Br -0.43 3.26 0.61
H 1.12 0.17 -0.03
H -0.10 0.49 -1.47

Partial charges, Mulliken, in e: atom 1 (C): -0.07, atom 2 (N): -0.35, atom 3 (O): -0.48, atom 4 (O): -0.42, atom 5 (S): 0.91, atom 6 (Br): 0.03, atom 7 (Br): 0.06, atom 8 (Br): -0.17, atom 9 (H): 0.19, atom 10 (H): 0.29

---

Of them, w has the highest stability.

---

w.
This record from OMol25 describes 2 unconnected molecules or ions with the total composition C8H13OS. The level of theory is wB97M-V/def2-TZVPD.

Calculated values
Net charge   +1
Kohn-Sham gap   9.70 eV
Highest occupied orbital energy   -14.024 eV

CARTESIAN COORDINATES (ANGSTROEM)
C -1.57 -1.27 -0.65
C -0.65 -0.62 0.00
C -2.41 0.59 0.55
C -3.00 1.79 1.14
C 1.45 0.50 -1.49
C 1.81 -1.84 -0.39
C 1.77 0.36 0.95
C 1.40 -0.39 -0.26
O -1.12 0.46 0.71
S -3.11 -0.59 -0.40
H -1.48 -2.19 -1.13
H -2.21 2.13 1.92
H -3.97 1.54 1.41
H -3.03 2.67 0.51
H 0.66 0.24 -2.12
H 1.43 1.56 -1.28
H 2.39 0.19 -2.00
H 1.25 -2.58 -1.06
H 1.93 -2.29 0.53
H 2.80 -1.93 -0.69
H 1.20 1.27 0.98
H 2.80 0.68 0.93
H 1.66 -0.29 1.84

Partial charges, Mulliken, in e: atom 1 (C): -0.10, atom 2 (C): -0.38, atom 3 (C): 0.71, atom 4 (C): -1.04, atom 5 (C): -1.37, atom 6 (C): -1.54, atom 7 (C): -1.65, atom 8 (C): 1.49, atom 9 (O): -0.16, atom 10 (S): -0.05, atom 11 (H): 0.47, atom 12 (H): 0.30, atom 13 (H): 0.39, atom 14 (H): 0.32, atom 15 (H): 0.42, atom 16 (H): 0.36, atom 17 (H): 0.39, atom 18 (H): 0.29, atom 19 (H): 0.43, atom 20 (H): 0.49, atom 21 (H): 0.40, atom 22 (H): 0.45, atom 23 (H): 0.37

---

x.
This record from OMol25 describes a gas-phase ion, C8H13OS (charge +1). The level of theory is wB97M-V/def2-TZVPD.

Calculated values
Net charge   +1
Kohn-Sham gap   6.78 eV
Highest occupied orbital energy   -13.698 eV

CARTESIAN COORDINATES (ANGSTROEM)
C -1.50 -1.24 2.03
C -0.75 -0.99 0.85
C 0.71 -1.32 -0.85
C 2.02 -2.04 -0.61
C 0.67 0.23 -0.55
C -0.49 1.52 1.35
C -1.84 0.63 -0.66
C -0.59 0.40 0.37
O -0.22 -1.91 0.12
S -2.37 -2.60 2.57
H -1.83 -0.29 2.59
H 2.73 -1.54 -1.14
H 1.95 -3.11 -0.98
H 2.18 -2.12 0.44
H 0.41 0.84 -1.50
H 1.54 0.44 -0.03
H 0.23 -1.57 -1.79
H -0.44 2.32 0.72
H 0.54 1.47 1.74
H -1.30 1.69 2.11
H -1.60 1.36 -1.37
H -2.79 0.99 -0.07
H -2.05 -0.36 -0.95

Partial charges, Mulliken, in e: atom 1 (C): -0.77, atom 2 (C): 0.54, atom 3 (C): 0.30, atom 4 (C): -1.46, atom 5 (C): -0.93, atom 6 (C): -1.70, atom 7 (C): -1.43, atom 8 (C): 1.52, atom 9 (O): -0.29, atom 10 (S): 0.05, atom 11 (H): 0.22, atom 12 (H): 0.45, atom 13 (H): 0.36, atom 14 (H): 0.38, atom 15 (H): 0.25, atom 16 (H): 0.53, atom 17 (H): 0.39, atom 18 (H): 0.51, atom 19 (H): 0.36, atom 20 (H): 0.45, atom 21 (H): 0.47, atom 22 (H): 0.32, atom 23 (H): 0.47

---

Of them, w has the highest stability.